{
  "formula": "H8LiO4",
  "method": "ωB97M-V/def2-TZVPD",
  "lumo_energy_ev": -3.5,
  "de_lowest_kj_mol": 16.7,
  "charge": 1,
  "homo_lumo_gap_ev": 12.74,
  "symbols": ["Li", "O", "H", "H", "O", "H", "H", "O", "H", "H", "O", "H", "H"],
  "coordinates": [[-0.2250, -0.1586, 0.1884], [1.4572, -1.1612, 0.5763], [1.7420, -1.7679, 1.2714], [2.2457, -1.0155, 0.0398], [0.4121, 0.8997, -1.5079], [0.1429, 1.0718, -2.4174], [1.3715, 0.8103, -1.5513], [-1.9378, -0.9229, -0.6528], [-2.8095, -0.5122, -0.6095], [-1.9544, -1.5111, -1.4163], [-0.2687, 1.3250, 1.6699], [-0.7267, 1.1652, 2.5048], [0.5504, 1.7773, 1.9046]],
  "atomic_forces_ev_per_a": [[-0.17, 0.27, -0.19], [0.12, 0.06, -0.10], [-0.16, 0.05, -0.02], [-0.04, -0.12, 0.05], [0.34, -0.30, 0.26], [-0.16, 0.00, 0.10], [-0.04, 0.22, -0.15], [0.18, 0.13, 0.15], [0.05, -0.07, -0.01], [-0.03, 0.01, 0.08], [-0.04, -0.41, -0.10], [0.04, 0.12, -0.05], [-0.10, 0.02, -0.01]]
}

***

{
  "formula": "C4H4N4",
  "method": "ωB97M-V/def2-TZVPD",
  "lumo_energy_ev": 0.5,
  "de_lowest_kj_mol": 168.6,
  "charge": 0,
  "smiles": "C1=N\\C=N/C=N\\C=N/1",
  "homo_lumo_gap_ev": 10.30,
  "symbols": ["C", "N", "C", "N", "C", "N", "C", "N", "H", "H", "H", "H"],
  "coordinates": [[0.0777, 0.5407, -1.4137], [0.3517, -0.6593, -1.3410], [1.0390, -1.1768, -0.2824], [0.5483, -1.2907, 0.8762], [-0.7924, -0.8228, 1.0540], [-1.2085, 0.3534, 1.0112], [-0.3587, 1.3389, 0.6548], [0.2382, 1.5850, -0.4379], [-0.3325, 0.9628, -2.3035], [2.1416, -1.4187, -0.4935], [-1.5854, -1.5584, 1.2722], [-0.1189, 2.1456, 1.4036]],
  "atomic_forces_ev_per_a": [[-0.78, 3.36, 0.37], [0.91, -1.94, -1.22], [1.57, 0.39, 0.44], [-1.02, -0.08, 0.92], [0.10, -2.31, -0.13], [-0.59, 0.55, 0.01], [1.80, 3.18, 1.45], [0.27, -2.01, -1.20], [-0.47, -0.10, -0.85], [-1.77, 0.04, 0.41], [0.84, -0.14, 0.05], [-0.85, -0.95, -0.25]]
}

***

{
  "formula": "CH5N4",
  "method": "ωB97M-V/def2-TZVPD",
  "lumo_energy_ev": [-2.6, -9.5],
  "de_lowest_kj_mol": 333.0,
  "s2": 2.01,
  "charge": 1,
  "multiplicity": 3,
  "homo_lumo_gap_ev": [10.29, 1.75],
  "symbols": ["C", "N", "N", "N", "N", "H", "H", "H", "H", "H"],
  "coordinates": [[0.2289, -1.9138, 1.3857], [-0.9134, 3.6578, -3.5037], [-0.3022, 2.6901, -3.1101], [0.0289, -1.9756, 0.2595], [0.6099, -2.0167, 3.8682], [-1.9809, 3.5512, -3.4850], [0.7198, 2.8489, -3.1691], [0.0413, -1.9710, -0.7189], [1.5900, -2.3069, 3.9335], [-0.0223, -2.5640, 4.5400]],
  "atomic_forces_ev_per_a": [[-0.04, 0.04, 0.93], [-0.73, 0.41, -0.24], [-0.51, -0.30, 0.09], [0.24, 0.09, 0.84], [-0.74, -1.85, 0.73], [1.38, -0.32, 0.20], [-0.13, 0.21, -0.05], [-0.19, -0.06, -1.32], [0.13, 0.50, -0.12], [0.59, 1.28, -1.08]]
}

***

{
  "formula": "C3H9BrN3",
  "method": "ωB97M-V/def2-TZVPD",
  "lumo_energy_ev": -4.6,
  "de_lowest_kj_mol": 317.8,
  "charge": 1,
  "homo_lumo_gap_ev": 9.55,
  "symbols": ["C", "C", "C", "N", "N", "N", "Br", "H", "H", "H", "H", "H", "H", "H", "H", "H"],
  "coordinates": [[0.8174, -1.1761, 0.6194], [-0.7357, 2.0148, 0.2421], [-0.9762, 0.5460, 0.4871], [1.5804, -2.0677, 0.0764], [0.0685, -0.3612, -0.0568], [0.3748, -0.4028, -1.3958], [-2.6816, -0.1727, -0.1401], [0.7452, -0.8481, 1.7099], [-0.7787, 2.2142, -0.9379], [0.1863, 2.3874, 0.6035], [-1.5937, 2.5897, 0.5700], [-0.8219, -0.0799, 2.2168], [2.3738, -2.4675, 0.5297], [1.6510, -2.0745, -0.9697], [-0.4742, -0.7418, -1.9629], [0.2647, 0.6404, -1.5916]],
  "atomic_forces_ev_per_a": [[-0.45, 1.65, 3.26], [-1.53, -0.45, -3.05], [0.65, -2.51, 2.95], [0.71, -0.32, -1.97], [-0.48, -0.21, 0.59], [-2.70, 2.87, -3.23], [0.60, 0.61, 0.34], [0.54, -1.62, -1.14], [0.20, -0.50, 2.29], [0.87, 0.21, 0.59], [0.05, 0.06, 0.41], [-0.52, 1.86, -3.59], [0.12, -0.29, 0.74], [-0.30, 0.12, 1.32], [1.27, 0.06, 1.17], [1.00, -1.55, -0.67]]
}

***

{
  "formula": "CH3NO2S",
  "method": "ωB97M-V/def2-TZVPD",
  "lumo_energy_ev": [0.6, -1.8],
  "de_lowest_kj_mol": 172.8,
  "s2": 2.01,
  "charge": 0,
  "multiplicity": 3,
  "homo_lumo_gap_ev": [5.40, 8.46],
  "symbols": ["C", "N", "O", "O", "S", "H", "H", "H"],
  "coordinates": [[2.3917, -0.9523, 1.1841], [-0.6708, -0.3443, -0.9974], [2.2426, -1.7687, 0.4131], [-0.5348, 1.8939, 0.4924], [-1.3974, 0.4656, 0.3768], [-0.8000, 2.2855, 1.3451], [-1.1657, -0.4095, -1.9220], [-0.0657, -1.1702, -0.8921]],
  "atomic_forces_ev_per_a": [[-0.10, -0.63, -0.58], [0.12, 0.79, -0.81], [0.08, 0.65, 0.59], [2.46, 2.55, -0.70], [-2.01, -4.81, -1.25], [-0.12, 0.19, 0.22], [0.23, 0.48, 1.83], [-0.66, 0.78, 0.71]]
}

***

{
  "formula": "C21H26B2N3O19Pb",
  "method": "ωB97M-V/def2-TZVPD",
  "lumo_energy_ev": [7.2, 7.2],
  "s2": 0.75,
  "charge": -4,
  "multiplicity": 2,
  "homo_lumo_gap_ev": [1.87, 3.20],
  "symbols": ["Pb", "O", "C", "O", "B", "O", "C", "O", "O", "C", "O", "C", "O", "O", "O", "C", "O", "B", "O", "C", "O", "O", "C", "O", "C", "O", "O", "O", "H", "O", "H", "C", "O", "H", "H", "H", "C", "C", "C", "C", "N", "H", "H", "H", "H", "H", "H", "H", "C", "C", "C", "C", "N", "H", "H", "H", "H", "H", "H", "H", "C", "C", "C", "C", "N", "H", "H", "H", "H", "H", "H", "H"],
  "coordinates": [[-0.6981, 0.1290, -2.4077], [-2.6427, -2.5576, -2.7625], [-2.1671, -3.4825, -2.0550], [-2.6045, -4.7247, -1.8707], [-1.8768, -5.2868, -0.7065], [-0.6830, -4.4703, -0.5927], [-0.8453, -3.3463, -1.2913], [-0.1132, -2.3246, -1.4035], [-1.5202, -6.7074, -0.8192], [-2.0210, -7.3324, 0.1714], [-1.9331, -8.5551, 0.2592], [-2.8088, -6.3367, 1.0756], [-2.7163, -5.1805, 0.5412], [-3.3617, -6.7185, 2.0938], [-3.4392, 3.5007, 0.3562], [-2.2496, 3.8526, 0.5430], [-1.7537, 4.4920, 1.4839], [-0.3078, 4.3141, 1.4533], [-0.0428, 3.6773, 0.1041], [-1.1836, 3.3920, -0.4564], [-1.3272, 2.7140, -1.4730], [0.3343, 5.6271, 1.4553], [1.1839, 5.6435, 2.4835], [1.9770, 6.4935, 2.8944], [1.1482, 4.2797, 3.1710], [0.2964, 3.5232, 2.5961], [1.9382, 3.8997, 4.0363], [-2.8390, 0.7650, -3.2957], [-3.5527, 0.8611, -2.6354], [-1.0503, -1.1127, -4.7764], [-0.4715, -1.8846, -4.6226], [1.0544, 2.7030, -3.8992], [-0.1120, 2.0485, -4.3140], [1.8552, 2.2096, -4.4499], [1.0513, 3.7307, -4.2625], [1.2714, 2.8031, -2.8358], [4.4119, 2.9272, 1.7782], [3.5600, 1.9928, 0.8834], [2.3956, 1.2118, 1.6601], [1.3775, 0.7121, 0.7150], [0.6523, 0.3736, -0.0653], [3.8138, 3.8212, 1.9543], [5.3388, 3.1336, 1.2432], [4.6612, 2.4838, 2.7422], [4.1362, 1.1733, 0.4539], [3.2128, 2.5821, 0.0347], [1.9957, 1.9208, 2.3850], [2.8552, 0.3686, 2.1757], [-2.8050, 1.3343, 3.2317], [-3.9522, 0.3903, 2.9143], [-4.2450, 0.3572, 1.3530], [-3.0128, 0.0639, 0.5011], [-2.1420, -0.1739, -0.1780], [-1.9980, 1.3174, 2.4992], [-2.4193, 1.0423, 4.2084], [-3.1613, 2.3645, 3.2390], [-4.8067, 0.5845, 3.5625], [-3.6781, -0.5925, 3.2978], [-4.8191, 1.2631, 1.1587], [-4.9298, -0.4435, 1.0735], [2.9785, -4.0589, -1.2742], [3.0562, -2.6481, -0.6780], [3.5349, -1.4669, -1.5154], [2.5132, -1.0873, -2.5476], [1.6795, -0.7913, -3.2612], [2.1819, -4.6343, -0.8028], [3.8037, -4.7559, -1.4204], [2.4269, -4.0696, -2.2143], [3.3941, -2.7048, 0.3568], [1.9997, -2.4700, -0.4773], [4.5556, -1.5834, -1.8796], [3.6452, -0.5769, -0.8959]],
  "atomic_forces_ev_per_a": [[-2.68, 1.82, -5.29], [1.46, -4.17, 3.07], [-1.11, 4.30, -2.97], [-0.37, -0.81, 0.70], [-0.10, 0.99, -1.16], [1.02, 0.86, 0.38], [1.40, 3.63, -0.99], [-1.99, -4.88, 1.26], [0.41, 1.84, -1.31], [-0.57, -3.36, 0.50], [-0.37, 1.40, 0.83], [-0.04, -2.59, 1.44], [-0.04, 0.86, -0.34], [0.22, 0.95, -0.83], [2.02, 1.25, 1.13], [-4.86, -3.10, -4.18], [0.19, 1.05, 2.87], [2.71, 0.69, -0.10], [0.49, 0.23, 0.99], [0.32, -2.39, -1.83], [-0.18, 1.91, 2.22], [-0.97, 0.32, -0.82], [1.13, -4.18, 3.60], [0.39, 2.23, -0.78], [2.41, 5.59, -0.52], [-4.36, -2.39, -3.35], [0.87, -1.05, 1.51], [-0.04, -0.39, 1.13], [0.58, 0.02, -0.20], [0.65, -0.60, 0.91], [-0.15, 0.30, -0.16], [-1.91, -0.93, -1.78], [0.77, 0.10, 1.78], [1.34, -0.13, 0.22], [0.17, 1.01, -0.20], [0.11, -0.35, 0.72], [-0.75, -0.77, -0.46], [-0.32, -0.89, 0.58], [0.86, 1.29, -0.94], [3.30, 1.86, 3.44], [-2.19, -1.45, -1.94], [0.29, 0.16, 0.20], [0.05, 0.33, 0.03], [-0.07, -0.05, 0.05], [0.52, 0.12, -0.15], [-0.51, -0.13, 0.14], [-0.50, -0.23, 0.08], [-0.09, -0.01, 0.11], [-0.36, 0.33, 0.20], [0.80, -0.91, -1.00], [0.29, -0.76, 0.91], [-3.43, 1.64, 2.36], [1.26, -0.82, -0.58], [0.03, -0.29, 0.06], [0.27, 0.40, 0.05], [0.13, 0.09, 0.17], [-0.50, 0.58, -0.59], [0.27, -0.41, -0.53], [0.88, 0.32, -0.79], [-0.08, -0.23, 0.27], [-1.24, -0.51, -0.92], [-1.32, -0.93, 0.53], [-0.27, 0.41, 0.02], [2.40, -0.95, 1.56], [-0.30, 0.18, -1.22], [0.27, -0.04, 1.10], [0.60, 0.52, 0.28], [0.48, 0.70, -0.74], [0.96, 0.32, -0.13], [-0.17, 0.40, -0.20], [-0.16, -0.29, -0.70], [-0.33, 0.02, 0.31]]
}

***

{
  "formula": "C5H6N4O",
  "method": "ωB97M-V/def2-TZVPD",
  "lumo_energy_ev": [0.6, -2.6],
  "de_lowest_kj_mol": 0.0,
  "s2": 2.03,
  "charge": 0,
  "multiplicity": 3,
  "homo_lumo_gap_ev": [7.55, 7.54],
  "symbols": ["C", "C", "C", "C", "C", "N", "N", "N", "N", "O", "H", "H", "H", "H", "H", "H"],
  "coordinates": [[-2.5521, -0.3603, -0.2882], [1.5444, -1.1485, -0.4490], [-1.6483, 0.8014, -0.1280], [1.7981, 0.2579, -0.1350], [0.6390, 0.8246, 0.7143], [-1.9719, -1.4949, 0.0513], [0.6868, -1.9851, -0.2159], [-0.5695, 0.1553, 0.3941], [-0.7917, -1.1665, 0.5839], [-1.8212, 1.9935, -0.3340], [-3.5845, -0.2866, -0.6797], [2.5594, -1.5815, -0.9465], [2.7526, 0.2802, 0.3151], [1.7371, 1.0358, -1.0527], [0.9197, 0.7596, 1.7429], [0.3020, 1.9152, 0.4274]],
  "atomic_forces_ev_per_a": [[-1.26, 1.21, -1.30], [3.80, -1.35, -1.88], [-2.61, -1.27, -0.39], [-2.66, 3.41, -1.93], [0.24, 2.03, -0.60], [0.31, 0.62, 1.38], [1.57, -2.18, -1.30], [0.25, -1.30, 1.27], [-2.13, 2.37, 0.36], [0.54, -0.12, 0.00], [0.93, -0.24, 0.21], [-1.79, 0.45, 0.51], [0.98, 0.58, 0.61], [0.86, -2.43, 1.38], [-0.35, 0.01, 0.90], [1.33, -1.79, 0.80]]
}

***

{
  "formula": "C3H5ClOS",
  "method": "ωB97M-V/def2-TZVPD",
  "lumo_energy_ev": [-1.1, -1.1],
  "de_lowest_kj_mol": 233.7,
  "charge": 0,
  "homo_lumo_gap_ev": [7.53, 7.53],
  "symbols": ["C", "C", "C", "O", "S", "Cl", "H", "H", "H", "H", "H"],
  "coordinates": [[1.1135, -0.2947, 0.0984], [-0.1857, -0.8847, -0.2868], [0.0825, 1.6500, 0.0607], [1.0639, 0.9296, 0.6414], [-1.1569, 0.6901, -0.6657], [-3.0083, -0.8331, 0.2982], [1.5810, -0.8876, 0.8912], [1.6862, -0.1772, -0.8730], [-0.1849, -1.6601, -1.1331], [-0.8046, -1.2113, 0.5555], [-0.1867, 2.6790, 0.4132]],
  "atomic_forces_ev_per_a": [[2.57, -3.10, -2.22], [-1.70, 0.25, -0.31], [-2.00, -1.62, 0.01], [-1.68, 4.60, 1.15], [1.27, 0.41, 0.47], [-0.35, 0.33, -0.11], [0.43, -0.35, -0.73], [0.12, -0.57, 1.15], [0.03, 1.50, 1.26], [0.41, -0.44, -0.29], [0.90, -1.01, -0.38]]
}